(1)
A molecular structure, C32H29Br4N4O3PW, computed with ωB97M-V with the def2-TZVPD basis set.

Results
* ⟨S²⟩: 2.02
* HOMO (spin up / spin down): -0.4629 / -0.4696 Eh
* spin multiplicity: 3
* orbital gap (spin up / spin down): 5.62 / 5.73 eV
* LUMO energy (spin up / spin down): -0.2565 / -0.2589 Eh
* total charge: +2

Last column: Mulliken charge in e.
Element x y z (Å)
W: 0.7353 -0.4666 -0.3643  2.13
O: 2.3480 -2.9292 0.5379  -0.52
N: 1.0191 -2.3272 0.7079  0.25
C: 0.1723 -3.1744 1.2453  -0.89
C: -1.0628 -2.9004 1.9866  0.58
C: -1.5063 -3.9381 2.8333  -0.63
C: -2.4439 -3.6890 3.8007  -0.81
C: -2.9685 -2.3961 3.9161  -0.85
C: -2.5553 -1.3384 3.0889  -1.09
C: -1.5004 -1.5603 2.1667  1.08
P: -1.0610 -0.1518 1.2192  1.49
C: -2.5745 0.5498 0.4327  0.22
C: -2.4808 1.8000 -0.1588  -0.31
C: -3.6678 2.4970 -0.4541  -0.80
C: -4.9028 1.8562 -0.4481  -0.58
C: -4.9865 0.5719 0.0485  -0.74
C: -3.8269 -0.0720 0.5341  -0.57
C: -0.4211 1.0221 2.4947  0.88
C: 0.7432 0.6703 3.2240  -0.51
C: 1.1040 1.4062 4.3989  -0.74
C: 0.3360 2.5092 4.7839  -0.63
C: -0.7147 2.9288 3.9719  -0.65
C: -1.2003 2.1432 2.9134  -0.57
H: 2.9325 -2.1683 0.7623  0.39
H: 0.4237 -4.2320 1.2157  0.41
H: -1.1218 -4.9581 2.6624  0.41
H: -2.7824 -4.4806 4.4730  0.43
H: -3.7273 -2.2456 4.7014  0.42
H: -3.0594 -0.3990 3.1709  0.63
H: -1.5407 2.2578 -0.4593  0.40
H: -3.5370 3.5670 -0.7014  0.46
H: -5.8213 2.3805 -0.7433  0.42
H: -5.9319 0.0332 0.1005  0.44
H: -3.8974 -1.0896 0.9186  0.49
H: 1.3595 -0.1313 2.8007  0.33
H: 1.9042 1.0474 5.0465  0.48
H: 0.5924 3.1060 5.6433  0.44
H: -1.2434 3.8904 4.1477  0.40
H: -2.1120 2.3672 2.4006  0.47
Br: 5.8306 3.9388 1.8000  -0.14
C: 4.4363 3.0793 0.8340  0.31
C: 3.5906 3.9718 0.1925  -0.05
Br: 3.9702 5.7770 0.1112  -0.11
C: 2.4245 3.4305 -0.3119  -0.17
Br: 1.0684 4.5422 -1.0177  -0.13
C: 2.0865 2.0763 -0.1342  -0.19
O: 0.9970 1.4703 -0.6420  -0.32
C: 2.9401 1.1512 0.5725  -0.27
O: 2.5230 -0.1141 0.6976  -0.31
C: 4.1326 1.7082 1.0552  0.14
Br: 5.5159 0.6299 1.7630  -0.15
C: 3.0448 -2.0153 -4.0616  -0.75
C: 3.0772 -1.6074 -2.5665  -0.71
N: 1.7282 -1.7036 -2.0051  -0.25
C: 0.7024 -1.2429 -2.8502  0.32
N: -0.3792 -1.0364 -2.1084  -0.20
C: -1.6477 -0.7302 -2.7716  -0.74
C: -1.2774 0.2960 -3.8791  -0.54
C: -0.2490 -0.2952 -4.8266  -0.83
N: 0.8058 -1.0054 -4.1831  0.21
C: 2.0530 -1.1910 -4.8874  -0.68
H: 2.7960 -3.1056 -4.0927  0.33
H: 4.0469 -1.9073 -4.4971  0.42
H: 3.3780 -0.5623 -2.4478  0.22
H: 3.7262 -2.2609 -2.0133  0.48
H: 1.4670 -2.6293 -1.6216  0.47
H: -2.4678 -0.4550 -2.1171  0.22
H: -1.9815 -1.6579 -3.1851  0.50
H: -0.8945 1.2110 -3.3866  0.18
H: -2.1715 0.4603 -4.4434  0.48
H: 0.1782 0.4840 -5.5262  0.40
H: -0.7908 -0.9399 -5.5316  0.37
H: 2.4574 -0.1450 -5.0286  0.39
H: 1.8605 -1.5781 -5.9078  0.39


(2)
A molecular structure, C32H29BrF48GaO7, computed with ωB97M-V with the def2-TZVPD basis set.

Results
* HOMO: -0.1965 Eh
* orbital gap: 6.95 eV
* LUMO energy: 0.0590 Eh
* total charge: -1

Last column: Mulliken charge in e.
Element x y z (Å)
O: 5.1324 1.2827 4.3182  -0.55
C: 5.1642 2.1868 3.5815  0.47
Br: 6.5368 2.2124 2.1505  -0.30
C: 4.2189 3.3367 3.5963  -0.76
Ga: 2.3800 2.5415 2.9394  0.27
H: 4.1511 3.7954 4.5883  0.31
H: 4.4856 4.0696 2.8245  0.33
H: 1.5986 3.7099 2.1761  -0.34
H: 2.8030 1.3736 1.9189  -0.18
H: 1.5797 1.8608 4.1451  -0.26
C: 2.4053 -2.8037 1.7800  -0.46
C: 1.7713 -4.2054 1.6845  0.96
C: 1.6455 -4.8128 0.2861  0.00
F: 0.8672 -4.0770 -0.5308  -0.15
F: 1.0707 -6.0427 0.3681  -0.30
F: 0.5702 -4.1943 2.3076  -0.28
F: 2.5665 -5.0459 2.4055  -0.33
O: 1.5312 -1.6881 1.8815  -0.39
C: 1.0020 -1.1277 0.7294  0.83
C: -0.5165 -1.2656 0.6600  0.48
F: -0.9086 -2.5618 0.7116  -0.30
F: -0.9774 -0.7605 -0.5158  -0.17
F: 1.6206 -1.6358 -0.3646  -0.36
F: 1.2973 0.1718 0.7605  -0.17
H: 2.9448 -2.7939 2.7252  0.14
H: 3.1705 -2.6468 1.0190  0.38
H: 2.6292 -4.9312 -0.1763  0.24
H: -0.9948 -0.7370 1.4827  0.00
C: 7.7195 -3.1322 5.9659  -0.77
C: 6.6666 -4.2427 6.1571  0.92
C: 6.6802 -5.3906 5.1445  0.09
F: 6.4487 -4.9738 3.8878  -0.19
F: 5.7009 -6.2806 5.4489  -0.28
F: 5.4427 -3.6842 6.2254  -0.24
F: 6.9027 -4.7980 7.3839  -0.34
O: 7.3148 -1.9393 5.3112  -0.37
C: 7.3327 -1.8891 3.9216  0.72
C: 5.9319 -1.7213 3.3288  0.74
F: 5.1154 -2.7348 3.7103  -0.26
F: 5.9848 -1.7456 1.9737  -0.30
F: 7.9836 -2.9672 3.4287  -0.30
F: 8.0798 -0.8213 3.5955  -0.26
H: 7.9737 -2.7993 6.9722  0.41
H: 8.6519 -3.5198 5.5534  0.31
H: 7.6369 -5.9208 5.1696  0.24
H: 5.4828 -0.7768 3.6469  -0.09
C: -3.5227 -1.9969 -2.4642  -0.33
C: -4.2307 -3.3550 -2.6394  0.81
C: -4.4302 -3.8508 -4.0731  0.11
F: -5.1935 -3.0165 -4.8068  -0.21
F: -5.0652 -5.0501 -4.0591  -0.29
F: -5.4093 -3.3278 -1.9771  -0.29
F: -3.4607 -4.2808 -2.0067  -0.32
O: -4.3456 -0.8487 -2.2550  -0.40
C: -4.8783 -0.1864 -3.3458  0.84
C: -6.4063 -0.2559 -3.3743  0.12
F: -6.8422 -1.5283 -3.4032  -0.23
F: -6.8780 0.3573 -4.4885  -0.25
F: -4.3194 -0.6294 -4.4878  -0.32
F: -4.5147 1.1083 -3.2233  -0.25
H: -2.9540 -2.0796 -1.5384  0.04
H: -2.7733 -1.8186 -3.2352  0.40
H: -3.4687 -3.9842 -4.5764  0.28
H: -6.8292 0.2326 -2.4945  0.25
C: -0.5764 2.0226 -3.6065  -0.73
C: -0.7777 3.0530 -2.4732  0.97
C: -0.1183 4.4209 -2.6876  0.25
F: 1.2178 4.3322 -2.8051  -0.22
F: -0.3593 5.2339 -1.6310  -0.29
F: -0.3898 2.5085 -1.3072  -0.11
F: -2.1228 3.2662 -2.3633  -0.31
O: 0.4571 1.0559 -3.4255  -0.41
C: 1.7695 1.3595 -3.7636  0.81
C: 2.6870 1.3579 -2.5382  0.53
F: 2.2748 2.2367 -1.6175  -0.19
F: 3.9481 1.7052 -2.8945  -0.30
F: 1.8252 2.5077 -4.4608  -0.30
F: 2.1788 0.3862 -4.6090  -0.33
H: -1.4886 1.4260 -3.6363  0.10
H: -0.5220 2.4967 -4.5862  0.54
H: -0.5187 4.9097 -3.5805  0.04
H: 2.7109 0.3661 -2.0804  -0.04
C: -5.0562 3.4319 -6.9517  -0.60
C: -5.4137 3.3972 -8.4503  0.82
C: -4.7103 2.3393 -9.3033  0.12
F: -3.3732 2.4953 -9.3150  -0.21
F: -5.1286 2.4389 -10.5898  -0.29
F: -5.2356 4.6289 -8.9757  -0.28
F: -6.7500 3.1397 -8.5265  -0.32
O: -4.0966 4.3946 -6.5230  -0.36
C: -2.7476 4.0936 -6.6138  0.74
C: -2.0062 5.0079 -7.5908  0.14
F: -2.5350 4.9366 -8.8267  -0.23
F: -0.7110 4.6313 -7.6822  -0.24
F: -2.5855 2.7887 -6.8941  -0.28
F: -2.2363 4.2787 -5.3774  -0.25
H: -5.9703 3.7353 -6.4422  0.42
H: -4.8326 2.4396 -6.5597  0.26
H: -4.9459 1.3320 -8.9484  0.29
H: -2.0519 6.0462 -7.2557  0.26
C: -3.5578 0.0348 6.4389  -0.84
C: -2.9574 0.3743 5.0606  0.95
C: -1.7283 -0.4271 4.6270  0.12
F: -0.6893 -0.2616 5.4566  -0.21
F: -1.3236 -0.0117 3.3993  -0.33
F: -2.7099 1.6972 5.0037  -0.26
F: -3.9363 0.1285 4.1389  -0.34
O: -3.2034 0.8686 7.5378  -0.41
C: -2.0293 0.6117 8.2319  0.78
C: -1.0164 1.7511 8.0988  0.19
F: -0.7046 1.9782 6.8152  -0.17
F: 0.1271 1.4276 8.7457  -0.26
F: -1.5216 -0.5771 7.8693  -0.27
F: -2.3761 0.4949 9.5339  -0.31
H: -4.6313 0.1905 6.3330  0.42
H: -3.4496 -1.0217 6.6852  0.35
H: -1.9566 -1.4957 4.5617  0.25
H: -1.4174 2.6736 8.5253  0.22


(3)
A molecular structure, C32H29ClN3O5PtS, computed with ωB97M-V with the def2-TZVPD basis set.

Results
* HOMO: -0.3978 Eh
* orbital gap: 6.69 eV
* LUMO energy: -0.1520 Eh
* total charge: +1

Last column: Mulliken charge in e.
Element x y z (Å)
Pt: 1.8255 -1.7241 -1.2434  0.97
C: -1.1149 2.3127 1.0477  -1.29
C: -0.0011 3.2819 1.3354  1.15
C: -0.1014 4.1986 2.3799  -0.80
C: 0.9228 5.0890 2.6612  -0.68
C: 2.0847 5.0847 1.9011  -0.71
C: 2.2139 4.1758 0.8653  -0.28
C: 1.1786 3.2903 0.5902  -0.60
N: 1.3472 2.3494 -0.4820  0.44
C: 1.5963 1.0476 -0.2827  0.27
N: 1.7163 0.6328 0.9832  0.45
C: 2.0553 -0.6327 1.4822  1.33
C: 2.1753 -1.7784 0.7151  -0.38
C: 2.4983 -3.0050 1.2633  -0.92
C: 2.7312 -3.0797 2.6250  -1.14
C: 2.6134 -1.9430 3.4116  -0.83
C: 2.2768 -0.7150 2.8671  1.14
C: 2.1443 0.5071 3.7358  -1.56
N: 1.7526 0.2254 -1.2951  -0.09
C: 1.7139 0.6523 -2.6606  -1.20
C: 0.5133 0.5331 -3.3601  0.08
C: 0.4678 0.8862 -4.6977  -0.85
C: 1.6193 1.3507 -5.3175  -0.67
C: 2.8098 1.4566 -4.6116  -0.87
C: 2.8927 1.0995 -3.2705  1.39
C: 4.2002 1.1468 -2.5307  -1.15
H: -2.0597 2.6939 1.4304  0.57
H: -0.9289 1.3477 1.5290  0.27
H: -1.2279 2.1260 -0.0203  0.29
H: -1.0079 4.2182 2.9722  0.45
H: 0.8113 5.7939 3.4742  0.43
H: 2.8836 5.7815 2.1141  0.42
H: 3.1114 4.1453 0.2599  0.50
H: 1.2401 2.6521 -1.4397  0.21
H: 1.6028 1.3598 1.6751  -0.26
H: 2.5703 -3.8879 0.6445  0.61
H: 2.9975 -4.0287 3.0686  0.43
H: 2.7844 -2.0100 4.4781  0.40
H: 2.3384 0.2529 4.7748  0.40
H: 1.1373 0.9335 3.6905  0.34
H: 2.8576 1.2876 3.4542  0.38
H: -0.3624 0.1591 -2.8430  0.53
H: -0.4566 0.7977 -5.2513  0.47
H: 1.5942 1.6247 -6.3637  0.44
H: 3.7027 1.8070 -5.1141  0.47
H: 4.9038 1.7973 -3.0463  0.47
H: 4.6447 0.1509 -2.4695  0.23
H: 4.0848 1.5137 -1.5102  0.16
O: 4.4528 -4.5117 -2.1984  -0.56
Cl: 3.4994 -3.5203 -2.4572  1.69
O: 2.2365 -3.7819 -1.6527  -0.67
O: 3.1643 -3.3545 -3.8198  -0.53
O: 3.9232 -2.2117 -1.8733  -0.65
C: -8.7557 -2.3014 2.2160  -1.11
C: -7.3376 -2.1078 1.7607  0.78
O: -6.4101 -1.8623 2.4756  -0.50
S: -7.1704 -2.2566 -0.0397  -0.23
C: -5.4123 -2.1297 -0.1930  0.18
C: -4.7008 -3.1769 -0.7649  -0.56
C: -3.3287 -3.0807 -0.9242  -0.75
C: -2.6558 -1.9367 -0.4972  0.12
C: -3.3763 -0.8879 0.0785  -0.35
C: -4.7469 -0.9799 0.2201  -0.49
C: -1.2346 -1.8437 -0.6669  0.14
C: -0.0467 -1.7913 -0.8724  0.34
H: -8.8576 -1.9335 3.2333  0.31
H: -8.9887 -3.3674 2.1918  0.31
H: -9.4519 -1.7931 1.5500  0.34
H: -5.2228 -4.0701 -1.0810  0.45
H: -2.7720 -3.8950 -1.3679  0.47
H: -2.8541 0.0004 0.4072  0.38
H: -5.3070 -0.1651 0.6556  0.44


Calculated molecular weight (g mol⁻¹), listed in the same order as above: 1052.04, 1587.11, 798.20
Calculated F_max (eV Å⁻¹), listed in the same order as above: 3.32, 3.39, 0.80
Calculated energy above the lowest of the compared OMol25 structures with the same formula, charge and spin (kJ/mol), listed in the same order as above: 35.9, 59.2, 3.8